Record 1
Computed, not measured: the molecule C3H5NOS2 in a non-equilibrium geometry, with ωB97M-V with the def2-TZVPD basis set.

Summary:
LUMO level ... -0.018 Ha
Energy above the lowest of the compared OMol25 structures with the same formula, charge and spin ... 58.9 kcal/mol
SMILES ... CC(=S)S/C=N\O
Frontier orbital gap ... 0.315 hartree

Geometry as ORCA input:
```
! wB97M-V def2-TZVPD RIJCOSX def2/J DEFGRID3
* xyz 0 1
C -0.6962 0.2529 -1.2864
C 0.2113 1.2578 -0.6359
S 0.8363 2.5872 -1.3440
S 0.6555 1.0785 1.0823
C -0.2280 -0.3883 1.6106
N 0.1726 -1.6059 1.4564
O 1.2827 -1.8656 0.7689
H -0.2651 -0.7622 -1.3333
H -1.6498 0.1636 -0.7483
H -0.9251 0.5627 -2.3246
H -1.1447 -0.2327 2.1969
H 1.7506 -1.0480 0.5574
*
```


Record 2
Computed, not measured: the molecule C4H5NO, with ωB97M-V with the def2-TZVPD basis set.

Summary:
LUMO level ... 0.031 Ha
Energy above the lowest of the compared OMol25 structures with the same formula, charge and spin ... 26.5 kcal/mol
SMILES ... CC#CC(N)=O
Frontier orbital gap ... 0.396 hartree

Geometry as ORCA input:
```
! wB97M-V def2-TZVPD RIJCOSX def2/J DEFGRID3
* xyz 0 1
C -2.4082 0.1369 0.2704
C -0.9707 -0.0403 0.0903
C 0.2007 -0.2644 -0.0845
C 1.5995 -0.6214 -0.3241
N 2.4546 0.4162 -0.1204
O 1.9452 -1.7347 -0.6700
H -2.9093 -0.8177 0.0890
H -2.8072 0.8735 -0.4335
H -2.6483 0.4623 1.2872
H 3.4424 0.2737 -0.2623
H 2.1013 1.3158 0.1578
*
```


Record 3
Computed, not measured: a structure of composition AsF6H30O15 in a non-equilibrium geometry, with ωB97M-V with the def2-TZVPD basis set.

Summary:
LUMO level ... 0.068 Ha
Energy above the lowest of the compared OMol25 structures with the same formula, charge and spin ... 30.8 kcal/mol
Frontier orbital gap ... 0.354 hartree

Geometry as ORCA input:
```
! wB97M-V def2-TZVPD RIJCOSX def2/J DEFGRID3
* xyz -1 1
As 0.2014 0.2340 0.6264
F 0.6105 -1.5184 0.6252
F 1.9762 0.3418 0.5249
F -0.1273 2.0048 0.5371
F -1.5318 -0.1172 0.7166
F 0.4121 0.2569 2.4061
F -0.0428 0.2066 -1.2145
O -3.3610 2.5905 -0.3272
H -3.6845 1.7256 -0.0751
H -4.0706 2.9705 -0.8452
O 1.5096 -2.8641 3.6712
H 2.0133 -2.4034 3.0002
H 2.0698 -2.8448 4.4472
O -2.0233 -2.7371 -1.4064
H -2.3541 -2.1694 -2.1026
H -1.5779 -2.1423 -0.8030
O -1.0916 0.8990 -3.9640
H -2.0283 0.7040 -3.9931
H -1.0386 1.7610 -3.5513
O 3.7639 -2.0524 1.4112
H 3.4361 -1.7003 0.5837
H 4.6489 -1.6960 1.4898
O -1.2042 3.4903 -2.3643
H -1.3182 3.0916 -1.5016
H -2.0924 3.5648 -2.7135
O -1.5590 3.7446 2.0996
H -1.5550 3.0330 1.4594
H -2.4539 3.7569 2.4391
O 1.9653 0.8178 -3.0625
H 1.9926 1.5920 -3.6247
H 1.0923 0.8367 -2.6703
O -0.1339 -1.6920 -4.3110
H -0.4810 -0.8664 -3.9731
H 0.4707 -1.9936 -3.6330
O -4.2665 -0.4300 1.5671
H -3.3759 -0.7219 1.7619
H -4.7816 -1.2361 1.5346
O 3.1951 -1.4423 -1.7413
H 2.7534 -0.6446 -2.0323
H 2.4884 -2.0758 -1.6159
O 1.9151 1.4386 4.3761
H 1.6765 2.0558 3.6845
H 1.4672 0.6267 4.1382
O 2.7129 3.0734 1.4869
H 2.4471 2.1547 1.4473
H 1.9829 3.5160 1.9201
O -1.1149 -2.6373 3.1662
H -0.1581 -2.6422 3.1956
H -1.3432 -1.7374 2.9331
O 0.9017 -3.1956 -2.1536
H 0.6193 -2.8987 -1.2885
H 0.4474 -4.0283 -2.2816
*
```


Record 4
Computed, not measured: a cluster of 3 separate species, C6H6ClF2O6 in total in a non-equilibrium geometry, with ωB97M-V with the def2-TZVPD basis set.

Summary:
LUMO level ... 0.107 Ha
Energy above the lowest of the compared OMol25 structures with the same formula, charge and spin ... 0.0 kcal/mol
Frontier orbital gap ... 0.285 hartree

Geometry as ORCA input:
```
! wB97M-V def2-TZVPD RIJCOSX def2/J DEFGRID3
* xyz -1 1
Cl -0.5576 -3.2203 -0.0594
C 0.7309 -0.5600 2.3297
C -0.3907 -1.1351 3.1723
O -1.4611 -0.2971 2.9417
C -0.9808 0.9005 2.4884
O -1.6271 1.8860 2.3558
O 0.3474 0.8224 2.2667
F 0.0088 -0.9392 4.5171
H 0.5842 -1.0051 1.3356
H 1.7335 -0.7052 2.7058
H -0.5201 -2.2041 3.0507
C -0.2397 0.1207 -2.0191
C 1.0927 0.7521 -2.3589
O 0.7601 1.6396 -3.3871
C -0.4190 1.2334 -3.9529
O -0.8735 1.6957 -4.9456
O -0.9760 0.2522 -3.2184
F 1.9777 -0.1802 -2.8490
H -0.7217 0.6353 -1.1839
H -0.0854 -0.8989 -1.6655
H 1.6175 1.2074 -1.5241
*
```


Record 5
Computed, not measured: a structure of composition C32H27BrN6O4SSr, with ωB97M-V with the def2-TZVPD basis set.

Summary:
LUMO level ... -0.048 Ha
Energy above the lowest of the compared OMol25 structures with the same formula, charge and spin ... 0.0 kcal/mol
Frontier orbital gap ... 0.230 hartree

Geometry as ORCA input:
```
! wB97M-V def2-TZVPD RIJCOSX def2/J DEFGRID3
* xyz 0 1
Sr -0.0717 0.3796 0.4899
C -7.1867 2.7809 4.9923
C -5.9524 2.6391 4.1437
C -5.7919 1.5597 3.2863
C -4.6527 1.4279 2.5006
C -3.6689 2.3971 2.5774
C -3.8050 3.4887 3.4315
C -4.9431 3.6024 4.2056
S -2.1711 2.2633 1.6518
O -2.4711 1.4222 0.4579
O -1.7669 3.6108 1.3110
N -1.0636 1.5719 2.5026
C -1.4537 0.3773 3.2680
C -1.9757 -0.8626 2.4887
O -3.0945 -1.2821 2.7564
O -1.1558 -1.4158 1.6473
H -7.8295 1.9065 4.8999
H -7.7652 3.6587 4.6975
H -6.9260 2.9020 6.0449
H -6.5608 0.7980 3.2371
H -4.5215 0.5707 1.8567
H -3.0226 4.2347 3.4656
H -5.0573 4.4513 4.8703
H -2.1895 0.6000 4.0462
H -0.5633 0.0476 3.8129
C 2.6302 -1.9256 5.5427
C 3.7288 -1.2370 5.0312
C 3.7203 -0.7839 3.7267
C 2.5924 -1.0195 2.9426
C 1.4880 -1.6931 3.4421
C 1.5166 -2.1555 4.7529
N 2.4895 -0.5901 1.5800
N 3.5736 -0.3446 1.0381
C 3.4921 0.0317 -0.3451
C 4.7127 0.1419 -0.9885
C 4.7141 0.4475 -2.3408
C 3.5022 0.6234 -2.9818
C 2.3324 0.5056 -2.2416
N 2.3187 0.2234 -0.9410
H 2.6468 -2.2736 6.5675
H 4.5904 -1.0503 5.6586
H 4.5595 -0.2430 3.3140
H 0.6188 -1.8537 2.8108
H 0.6593 -2.6836 5.1484
H 5.6211 -0.0209 -0.4273
H 5.6474 0.5389 -2.8804
H 3.4526 0.8541 -4.0368
H 1.3643 0.6495 -2.7022
Br -0.8177 7.7650 -1.8795
C -0.7920 5.8708 -1.9131
C -1.9631 5.1692 -1.6977
C -1.9380 3.7839 -1.7220
C -0.7402 3.1214 -1.9613
C 0.4385 3.8358 -2.1400
C 0.4128 5.2196 -2.1301
N -0.6813 1.6986 -1.9677
C -1.5506 1.0739 -2.6453
C -1.6169 -0.4045 -2.6147
C -2.5077 -1.0794 -3.4318
C -2.5916 -2.4608 -3.3260
C -1.7971 -3.1070 -2.3976
C -0.9393 -2.3453 -1.6130
N -0.8339 -1.0267 -1.7240
H -2.8831 5.6932 -1.4820
H -2.8178 3.2046 -1.4786
H 1.3702 3.3066 -2.2968
H 1.3180 5.7906 -2.2812
H -2.3032 1.5979 -3.2388
H -3.1301 -0.5279 -4.1239
H -3.2818 -3.0178 -3.9454
H -1.8497 -4.1771 -2.2578
H -0.3350 -2.8140 -0.8453
*
```


Record 6
Computed, not measured: a structure of composition C37H43CeN10O2S in a non-equilibrium geometry, with ωB97M-V with the def2-TZVPD basis set.

Summary:
LUMO level (spin up / spin down) ... -0.173 / -0.166 Ha
Energy above the lowest of the compared OMol25 structures with the same formula, charge and spin ... 31.4 kcal/mol
Frontier orbital gap (spin up / spin down) ... 0.182 / 0.189 hartree

Geometry as ORCA input:
```
! wB97M-V def2-TZVPD RIJCOSX def2/J DEFGRID3
* xyz 1 1
Ce -0.1594 -0.6055 0.1126
C -0.4868 -3.5621 1.0098
C -0.4417 -3.3742 2.5251
C -1.1073 -2.1366 3.1252
N -0.5969 -0.8783 2.5895
C -0.8244 0.2190 3.3031
C -1.6589 0.2261 4.4450
C -1.8771 1.1565 5.4452
C -1.2406 2.3594 5.6939
C -0.3055 2.9510 4.8621
C 0.0799 2.5761 3.5908
C -0.2575 1.4740 2.7707
N 0.0186 1.4734 1.4754
C 0.3342 2.7391 0.8380
C 0.0251 2.6503 -0.6506
C -1.4589 2.4237 -0.9439
N -1.8694 1.0659 -0.6285
C -3.0312 0.6072 -1.0665
C -3.8137 1.2609 -2.0434
C -5.0984 1.0538 -2.5118
C -6.1077 0.2822 -1.9638
C -5.9585 -0.5517 -0.8692
C -4.7969 -0.9909 -0.2654
C -3.4330 -0.7086 -0.5190
N -2.4616 -1.5436 -0.1620
C -2.8947 -2.8482 0.3376
C -1.8070 -3.9153 0.3366
H -0.0849 -2.6677 0.5159
H 0.2088 -4.3576 0.7542
H -0.8942 -4.2496 2.9965
H 0.6120 -3.3562 2.8169
H -2.1938 -2.1879 2.9875
H -0.9184 -2.1878 4.2015
H -2.2688 -0.6606 4.5532
H -2.6245 0.8685 6.1762
H -1.4967 2.8773 6.6088
H 0.1497 3.8628 5.2320
H 0.7850 3.2544 3.1264
H -0.2570 3.5526 1.2712
H 1.3928 3.0021 0.9623
H 0.3415 3.5712 -1.1395
H 0.6074 1.8276 -1.0861
H -2.0565 3.1299 -0.3554
H -1.6130 2.6782 -1.9969
H -3.3028 2.0669 -2.5550
H -5.3775 1.6518 -3.3720
H -7.0943 0.3662 -2.3999
H -6.8725 -0.9777 -0.4708
H -4.9584 -1.7112 0.5256
H -3.2983 -2.7458 1.3513
H -3.7076 -3.2321 -0.2850
H -2.2222 -4.8067 0.8107
H -1.5806 -4.1791 -0.7004
N 7.5370 -3.1224 -3.5415
C 6.1991 -3.0527 -3.2379
C 5.2454 -3.6566 -4.0679
C 3.9108 -3.6512 -3.7205
C 3.5128 -3.0463 -2.5393
C 4.4358 -2.4209 -1.7150
C 5.7702 -2.4157 -2.0653
S 1.8326 -3.2036 -2.0234
O 1.8695 -3.9430 -0.7662
O 1.0450 -3.8092 -3.0557
N 1.2360 -1.7158 -1.6031
C 0.9177 -0.9734 -2.7157
N 1.6008 -1.1199 -3.8580
C 1.1500 -0.4913 -4.9288
C 0.0202 0.3154 -4.9054
C -0.5657 0.4803 -3.6703
N -0.1162 -0.1265 -2.5735
H 7.7999 -3.3524 -4.4832
H 8.1663 -2.5167 -3.0470
H 5.5663 -4.1362 -4.9845
H 3.1577 -4.1096 -4.3481
H 4.1091 -1.9297 -0.8053
H 6.5024 -1.9272 -1.4336
H 1.7203 -0.6473 -5.8388
H -0.3596 0.8054 -5.7879
H -1.4318 1.1180 -3.5366
C 4.1825 -4.2022 1.9470
C 3.5680 -2.8483 2.0523
C 3.8025 -1.7981 2.9143
C 2.9533 -0.7652 2.4968
N 2.2390 -1.1475 1.4306
N 2.6364 -2.4216 1.1914
C 2.8828 0.5891 3.1088
H 4.5743 -4.5134 2.9124
H 5.0046 -4.1897 1.2291
H 3.4532 -4.9339 1.6004
H 4.4952 -1.7758 3.7387
H 2.2817 -2.9763 0.4038
H 3.5546 0.6420 3.9624
H 1.8799 0.8052 3.4520
H 3.1711 1.3586 2.3895
*
```